1.
Below is a cluster of 3 separate species, C3H14NO2 in total, with properties calculated with the ωB97M-V functional and the def2-TZVPD basis.

```
20
Properties=species:S:1:pos:R:3
C -0.66 -0.07 -0.18
C 0.05 0.28 -1.41
C -0.79 0.99 -2.42
N 0.35 -0.70 0.90
H -1.36 0.63 0.13
H -1.38 -0.89 -0.58
H 0.51 -0.75 -1.82
H 0.96 0.81 -1.18
H -0.36 0.91 -3.41
H -1.72 0.48 -2.53
H -0.79 2.07 -2.12
H 0.78 -1.41 0.35
H 1.11 0.08 1.13
H -0.20 -1.22 1.70
H -2.37 -1.92 2.73
H -1.72 -0.86 3.44
O -1.59 -1.35 2.56
H 3.05 0.17 0.89
H 3.34 1.69 1.11
O 2.78 1.06 0.70
```

Values from the calculation:
Energy above the lowest of the compared OMol25 structures with the same formula, charge and spin   35.0 kcal per mole
Multiplicity   2
Frontier orbital gap (spin up / spin down)   3.4 / 12.0 eV
HOMO level (spin up / spin down)   -0.104 / -0.418 Eh

Atom-resolved charges from Mulliken, all expressed in e: atom 1 (C): -1.400, atom 2 (C): -0.241, atom 3 (C): -1.262, atom 4 (N): -1.474, atom 5 (H): 0.227, atom 6 (H): 0.233, atom 7 (H): 0.325, atom 8 (H): 0.351, atom 9 (H): 0.364, atom 10 (H): 0.360, atom 11 (H): 0.305, atom 12 (H): 1.029, atom 13 (H): 0.580, atom 14 (H): 0.768, atom 15 (H): 0.313, atom 16 (H): 0.331, atom 17 (O): -0.683, atom 18 (H): 0.425, atom 19 (H): 0.330, atom 20 (O): -0.882

2.
Below is a structure of composition C10H22Cl2O3PTi, with properties calculated with the ωB97M-V functional and the def2-TZVPD basis.

```
39
Properties=species:S:1:pos:R:3
C -0.48 -5.06 -4.28
C -0.31 -4.31 -2.99
H -1.55 -5.21 -4.45
H 0.03 -6.03 -4.22
H -0.03 -4.48 -5.10
O -1.18 -3.89 -2.26
Cl 1.41 -4.04 -2.61
Ti -0.13 -0.50 0.39
P -0.47 1.19 -1.19
C -1.83 2.41 -1.23
C 1.03 2.24 -1.10
H 0.43 -0.13 -3.02
H -0.31 1.41 -3.59
H -1.34 0.02 -3.12
C -0.41 0.56 -2.91
H 1.93 1.62 -1.17
H 0.97 2.92 -1.96
H -1.66 3.13 -2.04
H -1.89 2.95 -0.27
H 1.06 2.82 -0.17
H -2.79 1.89 -1.39
C -2.09 -0.26 0.72
O -3.01 0.20 1.29
Cl 1.60 -1.58 -0.55
C 2.30 -0.13 3.47
C 0.93 -0.50 2.90
O 0.45 0.55 1.95
C 0.22 1.92 2.37
C -0.54 1.92 3.68
H 3.04 -0.13 2.67
H 2.60 -0.88 4.20
H 2.29 0.84 3.97
H 0.98 -1.44 2.32
H 0.19 -0.62 3.69
H 1.18 2.44 2.40
H -0.39 2.36 1.57
H 0.08 1.60 4.52
H -0.90 2.93 3.90
H -1.42 1.28 3.60
```

Values from the calculation:
Net charge   +2
Multiplicity   2
Frontier orbital gap (spin up / spin down)   5.9 / 6.1 eV
HOMO level (spin up / spin down)   -0.572 / -0.572 Eh

Atom-resolved charges from Mulliken, all expressed in e: atom 1 (C): -0.932, atom 2 (C): 0.695, atom 3 (H): 0.283, atom 4 (H): 0.333, atom 5 (H): 0.313, atom 6 (O): -0.479, atom 7 (Cl): -0.189, atom 8 (Ti): 0.137, atom 9 (P): 1.067, atom 10 (C): -1.206, atom 11 (C): -1.240, atom 12 (H): 0.381, atom 13 (H): 0.431, atom 14 (H): 0.382, atom 15 (C): -1.119, atom 16 (H): 0.387, atom 17 (H): 0.457, atom 18 (H): 0.435, atom 19 (H): 0.357, atom 20 (H): 0.351, atom 21 (H): 0.431, atom 22 (C): 0.558, atom 23 (O): -0.162, atom 24 (Cl): -0.327, atom 25 (C): -1.259, atom 26 (C): -0.094, atom 27 (O): -0.100, atom 28 (C): -0.062, atom 29 (C): -1.300, atom 30 (H): 0.353, atom 31 (H): 0.421, atom 32 (H): 0.336, atom 33 (H): 0.333, atom 34 (H): 0.419, atom 35 (H): 0.361, atom 36 (H): 0.126, atom 37 (H): 0.376, atom 38 (H): 0.417, atom 39 (H): 0.330

3.
Below is an isolated molecule of C4H5NO2, with properties calculated with the ωB97M-V functional and the def2-TZVPD basis.

```
12
Properties=species:S:1:pos:R:3
O 1.84 -1.47 -0.62
C 0.71 -1.86 -0.44
C -0.47 -0.93 -0.11
O -1.54 -1.05 -0.66
N -0.06 0.04 0.78
C -0.71 1.33 0.79
C 0.42 1.10 -0.15
H 0.42 -2.91 -0.54
H -0.50 1.90 1.69
H -1.71 1.42 0.38
H 0.13 1.03 -1.20
H 1.45 1.36 0.03
```

Values from the calculation:
Energy above the lowest of the compared OMol25 structures with the same formula, charge and spin   54.4 kcal per mole
SMILES string   O=CC(=O)N1CC1
Multiplicity   1
Frontier orbital gap   10.0 eV
HOMO level   -0.366 Eh

Atom-resolved charges from Mulliken, all expressed in e: atom 1 (O): -0.427, atom 2 (C): 0.063, atom 3 (C): 0.558, atom 4 (O): -0.536, atom 5 (N): -0.308, atom 6 (C): -0.172, atom 7 (C): -0.492, atom 8 (H): 0.340, atom 9 (H): 0.232, atom 10 (H): 0.238, atom 11 (H): 0.256, atom 12 (H): 0.248

Calculated strongest force on any atom in order - 4.11; 9.00; 0.79 eV Å⁻¹
Calculated E in order - -327.76049; -2730.58021; -360.58265 Eh